No. 1
This record from the Open Molecules 2025 dataset describes a molecular structure, C3H7NO3S in a non-equilibrium geometry. The level of theory is ωB97M-V/def2-TZVPD.

Calculated values
Electronic energy ... -21690.639 eV

The geometry in XYZ format:
```
15
Properties=species:S:1:pos:R:3:forces:R:3
C 0.002 -0.352 1.457 -1.21 -1.11 -2.57
C 0.313 -0.166 -0.042 0.58 0.00 -0.63
C 0.888 1.126 -0.456 2.55 0.22 0.68
N 0.943 -1.201 -0.768 -0.74 -0.10 1.80
O -2.433 -1.053 -0.571 0.69 -0.53 0.24
O -2.127 1.359 -0.717 1.29 -1.63 0.95
O -1.355 0.150 1.419 -0.45 -0.44 -0.06
S -1.617 0.074 -0.227 -0.72 1.96 0.27
H 0.146 -1.411 1.621 -0.79 -0.54 0.50
H 0.514 0.145 2.207 1.28 1.44 0.97
H 0.826 1.213 -1.512 -0.85 0.82 -0.94
H 2.005 1.263 -0.314 -1.04 -0.89 0.37
H 0.462 1.839 0.185 -0.85 1.72 -0.09
H 0.458 -2.063 -0.557 0.19 -0.39 -0.78
H 0.976 -0.922 -1.725 0.08 -0.53 -0.71
```
Positions in Å, forces in eV/Å.

No. 2
This record from the Open Molecules 2025 dataset describes 2 unconnected molecules or ions with the total composition C3H7NO3S in a non-equilibrium geometry. The level of theory is ωB97M-V/def2-TZVPD.

Calculated values
Electronic energy ... -21687.522 eV

The geometry in XYZ format:
```
15
Properties=species:S:1:pos:R:3:forces:R:3
C -1.961 -0.828 0.365 -2.27 -0.25 -2.63
C 0.690 1.546 -0.259 1.64 -0.17 1.68
C 1.831 0.712 -0.717 0.76 -0.56 -0.64
N 2.726 0.369 0.180 1.65 -1.05 -1.06
O -3.084 -1.317 2.828 1.03 -0.63 3.28
O -2.213 -0.161 -0.860 0.76 1.18 1.98
O -2.374 -2.150 0.305 0.17 0.08 1.48
S -3.381 -1.264 1.460 0.09 0.75 -4.54
H 0.576 1.384 0.889 -1.05 -0.04 -1.61
H 1.210 2.527 -0.187 -0.71 0.00 -0.75
H -0.116 1.471 -1.026 0.21 0.41 1.42
H -0.991 -0.559 0.705 0.63 -0.03 0.82
H -2.504 -0.729 -1.553 -0.42 -1.12 -0.40
H 3.625 -0.174 -0.166 -2.66 1.61 1.27
H 2.664 0.609 1.182 0.18 -0.18 -0.28
```
Positions in Å, forces in eV/Å.

No. 3
This record from the Open Molecules 2025 dataset describes 2 unconnected molecules or ions with the total composition C3H7NO4 in a non-equilibrium geometry. The level of theory is ωB97M-V/def2-TZVPD.

Calculated values
Electronic energy ... -12903.172 eV
Structure (SMILES) ... O=CCNC(=O)O.O

The geometry in XYZ format:
```
15
Properties=species:S:1:pos:R:3:forces:R:3
O 2.201 -1.095 0.947 1.12 -1.62 -1.11
C 2.438 -0.180 0.203 -1.77 1.96 4.38
C 1.397 1.001 0.554 -0.24 -2.29 -0.91
N 0.617 1.051 -0.662 0.11 1.72 -0.09
C -0.746 1.059 -0.621 -1.13 -0.73 -2.55
O -1.324 0.880 0.574 0.83 -0.18 1.75
O -1.423 1.018 -1.629 0.35 0.80 0.11
H 3.375 -0.059 -0.352 -0.20 -0.12 -0.71
H 0.677 0.632 1.337 1.28 -0.12 -0.80
H 1.767 1.906 0.967 0.82 1.20 -0.30
H 1.056 1.485 -1.495 -0.88 -0.70 0.76
H -1.989 1.529 0.811 -0.28 0.07 -0.53
H -1.990 -3.242 -0.420 4.02 0.36 -0.35
H -3.174 -2.642 0.148 -1.03 2.17 1.55
O -2.881 -3.343 -0.362 -2.99 -2.52 -1.20
```
Positions in Å, forces in eV/Å.

No. 4
This record from the Open Molecules 2025 dataset describes a single C3H7NO4S molecule in a non-equilibrium geometry. The level of theory is ωB97M-V/def2-TZVPD.

Calculated values
Electronic energy ... -23736.564 eV
Structure (SMILES) ... N[C@H](C[SH](=O)=O)C(=O)O

The geometry in XYZ format:
```
16
Properties=species:S:1:pos:R:3:forces:R:3
C 0.994 -0.681 0.089 2.95 3.62 -0.81
C 0.380 0.244 -0.980 1.41 1.07 -2.49
C 0.851 0.053 1.362 -0.84 2.48 4.00
H 3.056 -1.121 0.578 -1.35 0.04 -1.54
H 2.468 -1.421 -1.037 0.67 -0.93 -0.62
H 0.590 -1.577 0.326 -2.19 -3.02 -0.17
H 0.960 1.361 -1.033 -1.89 -3.25 0.37
H 0.399 -0.162 -2.081 0.53 0.41 2.00
H -1.490 1.044 0.118 -0.81 2.91 4.00
H 1.563 -0.056 3.064 -1.90 8.74 15.15
N 2.428 -0.857 -0.229 0.26 1.00 1.83
O -1.880 1.056 -1.986 0.14 -0.49 0.18
O -1.836 -0.986 -0.491 0.04 0.07 -0.26
O 1.623 -0.427 2.375 2.02 -9.33 -16.56
O 0.092 0.980 1.655 1.06 -1.52 -1.46
S -1.368 0.329 -0.849 -0.11 -1.81 -3.64
```
Positions in Å, forces in eV/Å.

No. 5
This record from the Open Molecules 2025 dataset describes a molecular structure, C3H7NORb. The level of theory is ωB97M-V/def2-TZVPD.

Calculated values
Total charge ... +1
Electronic energy ... -7413.059 eV

The geometry in XYZ format:
```
13
Properties=species:S:1:pos:R:3:forces:R:3
Rb -8.394 -22.213 14.910 -0.08 -0.01 -0.23
C -9.002 -24.786 10.582 0.60 -0.31 0.02
C -8.080 -24.394 11.720 -0.88 0.31 0.09
O -8.394 -23.421 12.431 0.45 -0.36 0.32
N -6.958 -25.091 11.935 0.16 -0.47 -0.52
C -6.498 -26.286 11.215 -0.53 -0.05 0.50
H -8.419 -25.196 9.757 -0.22 0.40 -0.23
H -9.576 -23.905 10.319 0.08 0.02 -0.24
H -9.706 -25.581 10.830 0.10 0.05 0.44
H -6.407 -24.857 12.742 -0.05 0.33 0.09
H -6.890 -27.175 11.714 0.16 -0.08 -0.07
H -5.414 -26.310 11.235 0.04 0.00 -0.12
H -6.860 -26.306 10.193 0.17 0.15 -0.05
```
Positions in Å, forces in eV/Å.

No. 6
This record from the Open Molecules 2025 dataset describes 2 unconnected molecules or ions with the total composition C3H7NOS in a non-equilibrium geometry. The level of theory is ωB97M-V/def2-TZVPD.

Calculated values
Electronic energy ... -17593.508 eV
Structure (SMILES) ... [NH3+][S-].O=C1CC1

The geometry in XYZ format:
```
13
Properties=species:S:1:pos:R:3:forces:R:3
C -2.232 -0.958 0.643 -1.46 0.56 3.13
C -1.868 0.156 -0.279 -0.57 3.93 0.96
C -0.859 -0.492 0.544 -1.95 0.15 -0.98
N 2.836 0.349 -0.398 -0.85 3.11 2.06
O 0.245 -0.538 0.934 2.33 -0.19 0.71
S 3.176 1.844 -1.516 -0.18 -0.24 0.38
H -2.758 -0.538 1.607 0.83 -1.30 -1.92
H -2.613 -1.849 0.242 -0.22 -1.33 -0.17
H -1.957 0.247 -1.331 0.13 -0.69 -0.92
H -2.265 1.128 0.177 0.95 -1.07 -0.81
H 2.087 0.629 0.348 1.36 -1.05 -2.13
H 2.480 -0.275 -1.117 0.64 -0.71 0.97
H 3.727 0.296 0.146 -1.00 -1.16 -1.27
```
Positions in Å, forces in eV/Å.

No. 7
This record from the Open Molecules 2025 dataset describes a single C3H7NOS molecule in a non-equilibrium geometry. The level of theory is ωB97M-V/def2-TZVPD.

Calculated values
Electronic energy ... -17595.988 eV
Structure (SMILES) ... OCCNC=S

The geometry in XYZ format:
```
13
Properties=species:S:1:pos:R:3:forces:R:3
C 1.004 -0.486 0.726 -0.40 0.98 -0.83
C 0.003 -0.572 -0.457 3.18 -0.66 0.77
C -1.908 1.066 -0.629 0.54 1.21 0.98
H 2.357 -1.691 1.365 0.38 -0.24 0.28
H 0.486 -0.436 1.673 0.09 -0.51 0.62
H 1.472 0.514 0.568 0.14 -0.58 0.39
H -0.621 -1.450 -0.337 -0.23 0.15 -0.51
H 0.873 -0.653 -1.151 -1.54 -0.62 -0.99
H -0.082 1.489 -0.625 1.32 0.93 0.16
H -2.766 0.398 -0.688 0.52 -0.38 -0.12
N -0.626 0.672 -0.593 -2.51 -0.62 -0.76
O 1.933 -1.543 0.524 -0.62 0.45 0.44
S -2.125 2.692 -0.377 -0.87 -0.10 -0.42
```
Positions in Å, forces in eV/Å.

No. 8
This record from the Open Molecules 2025 dataset describes a single C3H7NOS molecule in a non-equilibrium geometry. The level of theory is ωB97M-V/def2-TZVPD.

Calculated values
Electronic energy ... -17596.536 eV
Structure (SMILES) ... NCCC(O)=S

The geometry in XYZ format:
```
13
Properties=species:S:1:pos:R:3:forces:R:3
C 0.743 0.393 0.100 -0.34 1.54 -0.58
C -0.746 0.045 0.221 -0.20 -1.68 1.18
C -1.380 -0.191 -1.104 -0.66 1.85 -0.95
H 1.323 0.574 2.134 -0.69 0.41 -0.16
H 2.407 -0.009 1.128 -0.61 -0.24 0.25
H 1.254 -0.100 -0.763 -0.53 0.23 0.69
H 0.792 1.515 -0.089 0.04 -1.18 -0.03
H -0.827 -0.971 0.792 0.19 1.71 -0.58
H -1.230 0.845 0.813 -0.03 -0.68 -0.47
H -0.425 -1.719 -1.000 -0.49 -0.22 -1.43
N 1.393 -0.008 1.313 2.42 -0.72 0.18
O -0.973 -1.307 -1.725 0.66 -0.31 1.79
S -2.332 0.935 -1.821 0.24 -0.72 0.13
```
Positions in Å, forces in eV/Å.

No. 9
This record from the Open Molecules 2025 dataset describes a single C3H7NOS molecule in a non-equilibrium geometry. The level of theory is ωB97M-V/def2-TZVPD.

Calculated values
Electronic energy ... -17591.913 eV

The geometry in XYZ format:
```
13
Properties=species:S:1:pos:R:3:forces:R:3
C -0.411 -0.656 -0.901 0.56 0.60 -1.80
C 0.390 1.652 -0.051 0.29 -4.06 -2.97
C 0.564 -1.005 1.263 -2.19 -2.11 -0.11
N 0.762 -0.502 -0.055 -1.06 2.85 -0.91
O -1.803 1.541 -1.716 0.64 0.27 -0.51
S -0.371 1.127 -1.728 -1.26 -1.46 2.73
H -0.337 -1.517 -1.610 0.47 0.70 0.15
H -1.421 -0.813 -0.488 0.27 0.80 0.52
H -0.194 1.786 0.807 -0.83 0.37 0.95
H 1.409 1.869 -0.192 0.96 0.90 0.37
H 1.361 -1.776 1.395 -0.72 0.46 0.56
H 0.601 -0.205 1.993 0.21 -0.21 0.38
H -0.551 -1.502 1.282 2.66 0.90 0.61
```
Positions in Å, forces in eV/Å.